Computed, not measured: a gas-phase ion, C4H8N3O (charge +1) at a distorted geometry, with ωB97M-V with the def2-TZVPD basis set.

Output
- relative energy (zero: lowest compared OMol25 entry of this formula, charge and spin) (eV) = 3.492
- maximum force (eV/Å) = 4.45
- DFT total energy (eV) = -10786.809
- total charge = +1
- frontier orbital gap (eV) = 11.37
- SMILES string = C[NH2+]Cc1ncon1

```
16
Properties=species:S:1:pos:R:3:forces:R:3
C 2.8180 1.0611 -0.0164 0.89 -1.31 1.21
C 1.2271 -0.3051 0.0413 2.96 0.30 0.44
C -2.4660 -0.0266 0.1630 -1.46 -3.85 1.67
C -0.1503 -0.8243 0.1003 0.08 1.26 0.86
N 1.5300 1.0400 0.1047 -0.14 0.07 -0.79
N 2.3054 -1.0683 -0.0247 -1.30 0.20 0.38
N -1.1129 0.2324 -0.2801 0.34 0.72 0.40
O 3.3652 -0.2007 0.0245 -1.39 1.46 -0.92
H 3.5499 1.8748 -0.0169 -0.60 -0.24 -0.04
H -2.5193 -0.2385 1.3297 0.07 0.66 -2.66
H -3.1944 0.6450 -0.2029 -0.33 1.45 0.06
H -2.7821 -0.9771 -0.4251 0.58 1.14 1.43
H -0.2295 -1.5141 -0.6506 -0.38 -2.54 -1.32
H -0.4497 -1.1558 1.0885 0.14 -0.36 0.00
H -1.1791 0.3586 -1.2643 0.38 -0.09 -1.36
H -0.7122 1.0986 0.0291 0.16 1.12 0.67
```
Forces are in eV/Å.

Mulliken atomic charge list, values in e, 5 entries:
1. C 0.095
2. C 0.340
3. C -0.805
4. C -0.392
5. N -0.511

Computed, not measured: a molecular structure, C9H18Cl2InN2O at a distorted geometry, with ωB97M-V with the def2-TZVPD basis set.

Output
- relative energy (zero: lowest compared OMol25 entry of this formula, charge and spin) (eV) = 1.383
- maximum force (eV/Å) = 2.14
- DFT total energy (eV) = -44872.495
- total charge = -1
- frontier orbital gap (alpha / beta) (eV) = 5.25 / 6.61

```
33
Properties=species:S:1:pos:R:3:forces:R:3
In -2.4345 -1.2122 -0.8108 -1.68 -0.98 -0.12
Cl -2.0738 -0.6539 1.4642 0.10 0.15 0.87
Cl -0.7601 -2.5356 -1.8915 0.49 -0.59 -0.31
C -4.1927 -2.3577 -0.6927 -0.21 -0.50 0.77
H -4.5126 -3.2047 -1.3114 0.07 0.52 -0.28
H -4.9813 -2.0481 0.0194 0.33 0.08 -0.51
C 0.7649 1.1935 -1.6828 2.13 0.17 -0.02
C -0.4915 0.8828 -1.5928 -1.99 -0.08 -0.65
H 1.4523 0.5940 -2.2956 -0.37 0.13 0.27
C -1.4791 1.6903 -0.8049 0.14 0.74 0.79
H -0.8824 0.0454 -2.1765 0.37 0.33 0.02
C -1.0845 3.1774 -0.7889 0.32 -0.18 -0.27
H -2.5161 1.5661 -1.1499 0.31 -0.03 -0.11
H -1.4689 1.3357 0.2388 -0.08 0.14 -0.32
C 0.3767 3.3329 -0.3210 0.04 -0.04 0.13
H -1.1956 3.5724 -1.8130 0.00 0.03 0.30
H -1.7375 3.7519 -0.1072 0.18 -0.19 -0.37
C 1.3969 2.3297 -0.9250 0.02 0.05 -0.04
H 0.7309 4.3444 -0.5509 -0.12 -0.01 0.27
H 0.3914 3.1951 0.7720 -0.03 0.19 -0.28
H 2.0939 2.8263 -1.6230 -0.16 0.03 0.33
H 2.0126 1.9416 -0.0860 -0.20 0.01 -0.54
C 3.2363 -1.3320 2.0588 0.37 0.26 0.03
N 2.1498 -2.2542 2.0690 -0.18 -0.37 0.20
C 1.0841 -2.1273 1.2085 -0.55 0.49 -0.49
N 0.2102 -3.2027 1.3168 0.23 0.32 -0.39
O 0.9195 -1.1516 0.4782 0.47 -1.18 0.90
H 2.9093 -0.4406 1.5134 0.12 -0.18 0.14
H 4.1191 -1.7574 1.5646 -0.01 0.17 -0.03
H 3.5145 -1.0639 3.0813 0.02 0.14 -0.06
H 2.1925 -3.0694 2.6653 0.03 0.33 -0.21
H -0.3782 -3.3229 0.4946 0.09 0.03 0.23
H 0.6341 -4.0456 1.6790 -0.26 0.03 -0.24
```
Forces are in eV/Å.

Mulliken atomic charge list, values in e, 5 entries:
1. In 0.513
2. Cl -0.560
3. Cl -0.578
4. C -0.862
5. H 0.237

Computed, not measured: C11H16N2O4 in the gas phase at a distorted geometry, with ωB97M-V with the def2-TZVPD basis set.

Output
- relative energy (zero: lowest compared OMol25 entry of this formula, charge and spin) (eV) = 0.000
- maximum force (eV/Å) = 2.59
- DFT total energy (eV) = -22835.363
- total charge = 0
- frontier orbital gap (eV) = 7.54
- SMILES string = CN(C)C(=O)[C@@H]1CCC[N@H+]1[C@@H]1C=C([O-])OC1=O

```
33
Properties=species:S:1:pos:R:3:forces:R:3
C 0.7487 -1.3991 0.8863 -0.59 0.01 1.52
C -0.6486 -1.3648 1.2819 -0.76 -0.62 -0.19
C -1.1323 -0.0386 1.4754 -0.48 -1.79 0.67
O -2.1575 0.4473 1.9076 1.14 -0.13 -0.66
O -0.0189 0.8155 1.1536 1.86 0.78 -0.21
C 1.1034 0.0686 0.9857 0.43 0.74 0.04
O 2.2152 0.4986 0.7622 -0.87 0.46 0.25
H 1.3444 -2.1933 1.3865 -0.09 0.98 0.43
H -1.1034 -2.2037 1.8164 -0.04 0.35 -0.61
C -1.3541 -1.5782 -4.6257 -0.19 0.14 -0.19
N -0.5132 -0.8700 -3.6918 0.84 0.37 0.75
C -0.2726 0.5326 -4.0341 -0.06 -0.08 0.00
C 0.0256 -1.5238 -2.6479 -0.71 -2.44 0.47
C 0.9437 -0.7684 -1.6601 -0.50 -0.16 -0.70
C 2.2565 -0.4096 -2.3787 -0.12 0.68 -0.20
C 3.3539 -1.3362 -1.8375 -0.11 -0.31 -0.66
C 2.7848 -1.9874 -0.5846 0.02 -0.09 0.30
N 1.2721 -1.7061 -0.5403 0.40 -1.23 -1.87
O -0.1874 -2.7586 -2.4660 0.73 2.33 -0.07
H -1.4119 -2.6339 -4.3786 0.07 0.12 0.03
H -2.3423 -1.1238 -4.5778 -0.20 -0.14 -0.16
H -0.9491 -1.4316 -5.6279 -0.08 -0.15 -0.10
H 0.2797 1.0875 -3.2615 -0.30 -0.35 -0.28
H 0.2933 0.5823 -4.9819 -0.20 0.07 0.35
H -1.2519 1.0045 -4.1815 0.28 0.08 0.02
H 0.4185 0.1345 -1.3245 0.12 -0.41 0.33
H 2.0711 -0.5453 -3.4687 0.57 0.37 0.72
H 2.5072 0.6503 -2.1328 -0.16 -0.79 -0.44
H 3.5734 -2.1567 -2.5305 0.04 0.42 -0.18
H 4.2725 -0.7397 -1.7014 -0.39 -0.55 0.32
H 2.8520 -3.0727 -0.5792 0.16 -0.06 -0.26
H 3.3430 -1.6578 0.2818 -0.67 0.39 0.43
H 0.8447 -2.6253 -0.8498 -0.13 1.04 0.15
```
Forces are in eV/Å.

Mulliken atomic charge list, values in e, 5 entries:
1. C 0.532
2. C -1.400
3. C 0.500
4. O -0.643
5. O -0.330